Entry 1:
30
Properties=species:S:1:pos:R:3:forces:R:3:mulliken_charge:R:1 method="wB97M-V/def2-TZVPD" e_tot_ev=-16652.38826 smiles=NCCCN.O.O.O.O.O homo_energy_ev=-9.63 lumo_ev=0.64 e_above_lowest_kcal_mol=36.5 gap_ev=10.27 spin_multiplicity=1
C 0.205 -0.385 -1.969 0.26 1.25 -1.35 -0.356
C 1.326 -0.747 -1.010 -1.40 -0.15 2.01 -0.062
C 2.335 0.408 -0.865 0.64 -1.36 0.01 -1.003
N 2.731 0.385 0.557 -1.24 0.96 -0.63 -0.442
N -1.046 -1.163 -1.889 0.54 0.30 3.43 -0.499
H 0.102 0.767 -1.830 -0.76 -1.89 -0.30 0.124
H 0.609 -0.516 -2.990 -0.17 0.31 0.24 0.312
H 0.927 -1.001 0.077 0.37 0.72 -2.15 -0.046
H 1.797 -1.670 -1.306 0.40 -0.33 -0.26 0.397
H 1.940 1.396 -1.137 -0.07 -0.40 0.15 0.480
H 3.162 0.141 -1.586 -0.39 0.75 0.80 0.332
H 3.387 -0.322 0.722 1.21 -0.85 0.45 0.216
H 2.988 1.262 0.958 0.58 0.41 -0.05 0.180
H -1.220 -1.902 -2.542 0.56 -0.14 -0.51 0.254
H -0.968 -1.604 -0.920 -0.76 0.47 -1.76 0.228
H -0.798 -1.278 2.203 3.41 1.58 1.13 0.449
H -2.012 -1.919 2.644 -2.12 -1.35 3.17 0.265
O -1.576 -1.650 1.906 -1.99 -0.87 -4.52 -0.672
H -2.324 1.783 -1.588 -0.18 -2.38 -0.95 0.274
H -2.272 2.376 -0.169 -0.13 -0.93 1.91 0.321
O -2.264 2.539 -1.076 0.32 3.78 -1.38 -0.597
H 0.421 1.219 1.022 -1.73 0.48 0.23 0.283
H -1.166 1.109 0.854 -0.22 -0.46 -0.48 0.515
O -0.467 1.530 1.367 2.19 0.62 0.06 -0.803
H 1.304 -0.569 2.332 -0.67 0.85 0.19 0.265
H 0.108 0.448 2.758 0.19 0.85 -0.52 0.422
O 0.422 -0.453 2.734 1.41 -1.73 0.94 -0.763
H -2.354 -0.420 0.922 0.30 -1.70 1.01 0.360
H -2.719 -0.057 -0.531 0.19 -0.27 -0.07 0.301
O -2.578 0.294 0.352 -0.78 1.51 -0.82 -0.737

***

Entry 2:
10
Properties=species:S:1:pos:R:3:forces:R:3:mulliken_charge:R:1 method="wB97M-V/def2-TZVPD" e_tot_ev=-17726.21132 homo_energy_ev=-8.63 lumo_ev=-0.28 e_above_lowest_kcal_mol=80.4 gap_ev=8.36 spin_multiplicity=1
C -0.313 -0.185 -0.336 0.08 -2.82 -1.39 -0.568
C 0.681 0.337 0.248 5.16 -0.60 0.14 -0.093
C 2.593 -0.810 0.097 -1.48 -1.05 -0.57 0.087
C 3.935 -1.068 0.080 -1.61 2.70 0.54 -0.007
F 1.918 -1.980 -0.089 -0.32 -0.54 0.36 -0.249
F 4.480 -2.266 0.240 -0.18 -0.05 -0.41 -0.209
I 5.238 0.563 -0.074 -0.03 -0.35 0.18 0.054
H -1.247 0.221 -0.334 -2.44 1.87 0.51 0.324
H -0.439 -1.135 -0.883 1.17 0.29 0.35 0.261
H 1.050 1.179 0.775 -0.36 0.55 0.27 0.402

***

Entry 3:
74
Properties=species:S:1:pos:R:3:forces:R:3:mulliken_charge:R:1 method="wB97M-V/def2-TZVPD" e_tot_ev=-313475.34454 homo_energy_ev=-10.36 lumo_ev=-0.61 gap_ev=9.75 spin_multiplicity=1
C 4.624 -0.721 -2.407 -1.33 1.25 1.38 -0.118
C 3.428 -0.765 -2.130 -0.01 0.37 0.30 -0.903
C 1.961 -0.864 -1.533 2.29 -0.36 -0.60 1.396
N 1.852 -2.188 -0.854 -0.42 0.96 0.03 -0.336
C 1.815 0.310 -0.513 -1.06 -1.11 -1.03 -0.468
N 1.476 1.152 0.203 0.70 -0.71 -0.60 -0.315
C 0.892 -0.872 -2.712 1.31 0.70 -0.09 0.105
C 1.072 0.421 -3.587 -1.61 -1.89 0.62 0.015
N 0.898 1.298 -4.319 0.65 -0.59 0.68 -0.490
P -0.895 -1.059 -2.119 -3.23 2.70 -0.73 0.757
O -1.640 0.128 -2.671 1.28 -2.19 0.83 -0.617
O -1.577 -2.465 -2.776 2.13 1.25 1.84 -0.431
O -1.059 -1.004 -0.459 0.80 -1.59 -2.37 -0.466
H 5.774 -0.671 -2.242 -3.39 0.89 -1.09 0.382
H 2.028 -2.943 -1.533 0.27 0.58 0.47 -0.023
H 2.552 -2.210 -0.106 -0.32 -0.33 -0.43 0.363
H 1.116 -1.803 -3.327 -0.06 1.32 0.52 0.574
H -1.127 -3.268 -2.439 -0.31 0.30 -0.28 0.276
H -0.900 -1.890 -0.069 0.08 0.61 0.06 0.282
C -3.318 -0.242 -5.473 0.08 0.16 0.32 0.229
Cl -4.624 0.199 -6.582 0.05 -0.04 -0.07 -0.206
Cl -2.288 -1.505 -6.162 0.05 -0.03 0.06 -0.184
H -2.712 0.638 -5.273 -0.04 -0.14 -0.07 0.241
H -3.752 -0.608 -4.545 0.05 0.02 -0.13 -0.095
C 1.941 3.970 2.531 -0.10 -0.18 -0.32 -0.018
Cl 2.042 5.739 2.509 -0.06 0.02 -0.03 -0.171
Cl 3.198 3.271 3.560 0.00 -0.05 -0.03 -0.157
H 0.968 3.676 2.914 0.17 0.09 0.02 0.111
H 2.067 3.596 1.517 0.09 0.09 0.13 0.221
C -2.709 2.174 -0.355 0.21 -0.22 -0.16 0.311
Cl -2.240 3.655 0.485 0.09 0.08 0.10 -0.188
Cl -4.434 2.163 -0.741 -0.01 -0.03 -0.02 -0.175
H -2.143 2.099 -1.281 -0.14 0.03 0.08 -0.035
H -2.485 1.322 0.283 -0.08 0.14 -0.02 0.092
C -7.461 1.443 -4.999 0.12 -0.08 -0.07 0.148
Cl -7.041 2.938 -4.154 0.11 -0.05 0.01 -0.151
Cl -9.186 1.391 -5.390 -0.03 -0.10 -0.04 -0.176
H -6.888 1.386 -5.921 -0.20 0.13 0.17 0.022
H -7.218 0.597 -4.360 -0.09 0.13 -0.01 0.158
C 3.098 -6.027 -1.594 0.21 -0.18 0.10 -0.246
Cl 1.638 -5.545 -2.473 0.28 0.01 -0.66 -0.127
Cl 4.306 -4.738 -1.613 0.03 -0.05 0.05 -0.098
H 2.833 -6.248 -0.563 -0.04 0.14 -0.12 0.128
H 3.517 -6.913 -2.066 -0.07 0.18 -0.09 0.361
C 0.661 5.144 5.769 0.21 0.12 -0.17 -0.273
Cl 0.189 3.489 5.363 -0.10 0.07 0.19 -0.113
Cl -0.338 5.792 7.078 -0.03 0.04 0.06 -0.205
H 1.701 5.147 6.085 -0.16 -0.06 0.03 0.335
H 0.540 5.772 4.890 -0.07 -0.08 0.13 0.266
C 1.416 9.073 7.267 -0.17 -0.01 0.17 -0.139
Cl 1.412 10.667 6.505 -0.05 0.01 0.06 -0.160
Cl 2.569 7.989 6.480 0.02 -0.05 0.02 -0.142
H 1.692 9.182 8.313 0.08 0.02 -0.17 0.293
H 0.420 8.642 7.191 0.15 0.03 -0.11 0.154
C -1.611 0.931 7.170 -0.08 0.21 0.05 -0.189
Cl -1.572 -0.381 8.355 -0.04 0.05 0.06 -0.170
Cl -0.888 0.432 5.637 -0.06 -0.06 -0.05 -0.150
H -2.646 1.217 6.994 0.11 -0.15 -0.03 0.305
H -1.054 1.779 7.562 0.04 -0.16 -0.08 0.195
C 8.177 -2.297 -1.192 0.41 -0.20 0.02 -0.289
Cl 6.696 -2.205 -2.164 2.16 -1.79 0.45 -0.146
Cl 8.369 -3.895 -0.465 0.05 0.06 0.03 -0.148
H 9.033 -2.095 -1.833 -0.15 -0.10 0.00 0.322
H 8.124 -1.553 -0.401 -0.15 -0.13 -0.08 0.262
C -4.752 -2.800 -2.180 0.15 -0.09 -0.01 -0.255
Cl -4.326 -1.304 -1.342 -0.10 -0.10 -0.03 -0.058
Cl -6.474 -2.843 -2.581 0.00 -0.08 -0.05 -0.167
H -4.174 -2.867 -3.098 -0.10 0.10 0.08 0.108
H -4.519 -3.645 -1.535 -0.13 0.12 -0.01 0.351
C 0.294 -7.761 0.217 -0.15 -0.20 -0.07 -0.344
Cl 0.333 -5.993 0.196 -0.50 -0.02 0.69 -0.079
Cl 1.555 -8.415 1.267 -0.01 -0.04 -0.06 -0.142
H -0.676 -8.088 0.583 0.14 0.11 0.05 0.338
H 0.451 -8.129 -0.795 0.07 0.12 0.09 0.263

***

Entry 4:
150
Properties=species:S:1:pos:R:3:forces:R:3:mulliken_charge:R:1 method="wB97M-V/def2-TZVPD" e_tot_ev=-67614.81929 homo_energy_ev=-9.23 lumo_ev=0.31 e_above_lowest_kcal_mol=109.7 gap_ev=9.54 spin_multiplicity=1
C 3.933 0.634 -4.158 1.49 0.73 0.64 -0.677
C 4.260 1.714 -5.211 -0.64 -1.09 0.32 -0.380
O 3.032 2.415 -5.390 0.36 0.49 -0.46 -0.463
H 3.552 1.048 -3.225 -0.82 0.54 -0.37 -0.100
H 4.852 0.269 -3.700 0.33 -0.70 -0.69 0.315
H 3.286 -0.172 -4.506 0.18 0.17 -0.12 0.355
H 4.573 1.280 -6.161 -0.23 -0.49 -0.13 0.316
H 5.076 2.411 -5.021 -0.03 -0.01 0.94 0.341
H 3.253 3.080 -6.046 -0.60 0.33 -0.12 0.255
C 0.446 -0.649 0.387 -0.61 -0.58 -0.70 0.229
C 0.703 0.172 -0.889 0.95 1.13 1.17 -0.300
O -0.482 0.596 -1.514 -1.34 -0.96 0.54 0.453
H -0.141 -1.542 0.174 -0.08 -0.22 -0.27 -0.447
H -0.151 -0.137 1.141 0.19 0.45 -0.11 -0.057
H 1.372 -1.006 0.837 0.13 0.27 -0.06 -0.186
H 1.434 -0.282 -1.558 -0.38 -0.57 -0.29 0.281
H 1.244 1.049 -0.535 0.08 0.36 -0.03 -0.023
H -0.423 1.322 -2.139 0.95 0.00 -0.18 -0.487
C -5.416 -0.248 1.989 -0.11 -0.26 1.08 -1.239
C -4.946 -0.443 0.588 -0.01 -0.78 0.17 0.349
O -4.093 0.607 0.321 0.81 1.62 -0.18 0.169
H -4.534 -0.023 2.589 0.18 -0.12 0.05 0.110
H -5.819 -1.176 2.395 -0.36 0.12 0.01 0.421
H -6.078 0.595 2.184 -0.31 -0.13 -0.40 0.327
H -5.716 -0.505 -0.182 -0.36 -0.12 0.12 0.321
H -4.336 -1.345 0.561 -0.26 -0.47 -0.12 -0.124
H -3.590 0.357 -0.458 0.12 0.04 -0.56 0.147
C 2.807 -0.658 4.485 -0.13 0.53 -0.14 -1.347
C 2.967 -1.937 3.658 0.09 1.36 -0.27 0.292
O 3.703 -1.642 2.476 0.01 0.45 0.34 -0.096
H 2.155 -0.785 5.349 0.49 -0.42 0.36 0.543
H 2.337 0.213 4.027 -0.33 -0.37 -1.01 -0.005
H 3.772 -0.213 4.724 0.19 -0.52 0.54 0.389
H 2.010 -2.304 3.286 -0.25 -0.43 0.69 -0.132
H 3.567 -2.648 4.226 -0.53 -0.33 0.23 0.389
H 3.945 -2.492 2.101 0.22 -0.40 -0.70 0.218
C 4.947 -6.124 0.776 1.15 0.61 -0.27 -1.239
C 5.167 -4.639 0.344 -0.53 -0.72 -0.44 -0.383
O 4.138 -3.823 0.750 -2.24 1.48 2.30 -0.359
H 5.925 -6.604 0.746 -0.05 -0.37 -0.43 0.360
H 4.235 -6.618 0.115 0.15 0.01 -0.06 0.242
H 4.624 -6.309 1.800 -0.21 0.71 0.11 0.301
H 4.927 -4.459 -0.704 2.04 -1.24 -1.00 0.372
H 6.050 -4.111 0.704 0.46 -0.73 -0.29 0.371
H 3.355 -4.240 0.386 -0.98 0.24 0.17 0.089
C -0.855 0.685 4.446 -0.79 -0.07 0.84 -0.567
C -0.918 1.965 5.207 0.14 1.84 0.40 -0.006
O -1.460 1.771 6.526 0.41 -0.50 -0.49 -0.576
H -0.790 0.862 3.372 0.29 -0.18 0.11 0.068
H -1.797 0.190 4.684 -0.01 -0.41 -0.34 0.373
H -0.039 0.116 4.891 -0.01 -0.31 -0.55 0.141
H -1.482 2.771 4.736 -0.57 -0.30 -0.47 0.111
H 0.074 2.416 5.221 0.47 -0.12 0.52 0.110
H -1.416 2.599 7.010 0.06 0.06 -0.06 0.317
C -2.206 -3.877 0.971 0.19 0.71 -0.41 -1.130
C -1.006 -4.391 1.828 -2.39 -0.69 0.15 1.711
C -1.306 -4.366 3.324 -0.14 1.27 -0.32 -1.521
O -0.786 -5.782 1.502 1.15 0.41 -0.47 -0.632
H -2.504 -2.845 1.157 0.37 0.21 0.46 0.255
H -3.163 -4.397 1.019 0.17 -0.67 0.68 0.542
H -2.024 -3.857 -0.103 0.61 -0.21 0.00 -0.229
H -0.114 -3.801 1.620 0.09 -0.30 -0.26 -0.521
H -2.066 -5.107 3.573 0.35 -0.23 0.13 0.356
H -1.751 -3.404 3.578 -0.01 0.21 0.08 0.302
H -0.379 -4.419 3.894 -0.19 -0.55 0.13 0.361
H -1.632 -6.226 1.409 -0.11 0.11 0.02 0.377
C -4.094 3.174 2.632 0.17 0.32 1.54 -1.159
C -4.293 3.983 1.380 0.81 1.13 0.82 0.492
C -3.046 4.358 0.640 1.07 1.60 0.14 -1.128
O -5.051 3.216 0.596 -2.87 -2.29 -2.89 -0.467
H -3.547 2.250 2.447 0.06 0.00 -0.35 0.074
H -5.078 2.897 3.008 -0.06 -0.07 -0.01 0.386
H -3.593 3.658 3.470 0.17 0.32 -0.12 0.422
H -4.954 4.843 1.480 0.55 0.64 0.88 0.232
H -2.379 3.521 0.435 -0.07 -0.06 0.02 -0.054
H -2.513 5.152 1.163 0.49 -0.32 0.71 0.533
H -3.225 4.941 -0.263 -0.59 -0.64 -0.49 0.381
H -4.800 2.293 0.679 0.37 -0.64 -0.33 0.175
C 2.434 4.695 4.336 0.23 -0.81 0.66 -1.406
C 3.148 3.611 3.590 0.15 -0.64 -1.80 1.362
C 3.168 3.962 2.084 -0.22 0.03 0.09 -1.225
O 4.457 3.298 4.084 -0.69 0.64 0.06 -0.603
H 1.397 4.642 4.005 0.03 0.69 -0.32 0.297
H 2.965 5.635 4.180 -0.48 0.20 0.20 0.397
H 2.362 4.408 5.385 0.36 0.36 0.23 0.366
H 2.525 2.717 3.613 -0.01 -0.42 0.44 -0.341
H 3.717 3.243 1.475 0.36 -0.03 0.15 0.127
H 3.516 4.975 1.884 0.30 -0.01 0.08 0.383
H 2.157 3.912 1.679 -0.23 0.06 0.16 0.308
H 4.958 2.975 3.331 0.17 -0.16 0.02 0.334
C -4.608 2.844 -2.795 -0.24 1.90 -0.68 -0.710
C -6.103 3.386 -2.767 1.89 -0.76 0.59 0.479
C -6.800 3.259 -4.129 0.20 -0.28 0.84 -1.363
O -6.770 2.696 -1.741 -1.45 -0.99 -0.38 -0.614
H -4.096 3.457 -3.536 0.09 -0.24 -0.65 0.404
H -4.449 1.790 -3.022 -0.52 -0.02 -0.05 0.097
H -3.993 3.109 -1.935 -0.63 -0.25 0.65 0.169
H -6.176 4.427 -2.452 0.82 0.42 -0.35 0.207
H -7.145 2.231 -4.232 -0.31 0.07 -0.09 0.328
H -6.120 3.454 -4.958 0.11 0.15 0.15 0.326
H -7.609 3.989 -4.161 -0.22 -0.34 -0.19 0.363
H -6.266 2.760 -0.926 0.29 0.37 0.15 0.438
C 1.994 -4.130 -2.290 -0.78 -0.67 -0.47 -1.558
C 0.830 -4.462 -1.311 1.07 -1.72 -0.76 2.459
C -0.147 -5.670 -1.721 -0.65 1.52 -0.20 -1.338
O 1.536 -4.940 -0.155 0.04 0.31 0.10 -0.488
H 2.568 -5.035 -2.489 0.03 -0.21 0.30 0.404
H 2.697 -3.384 -1.920 -0.28 0.13 0.28 0.230
H 1.665 -3.838 -3.287 -0.32 0.34 0.10 0.384
H 0.313 -3.548 -1.019 -0.46 -0.04 -0.30 -1.201
H 0.251 -6.681 -1.639 0.51 0.34 0.18 0.360
H -0.672 -5.619 -2.675 0.77 0.42 -0.68 0.384
H -1.053 -5.615 -1.118 0.33 -0.10 0.76 0.284
H 0.863 -5.341 0.399 -0.12 -0.38 0.54 0.096
C -1.605 -1.705 -3.563 -0.85 0.13 -0.50 -0.971
C -2.994 -1.550 -2.891 1.12 0.42 -0.43 0.546
C -3.660 -2.851 -2.561 0.65 -0.41 0.27 -1.039
O -2.887 -0.829 -1.654 -0.82 -0.29 -0.10 0.091
H -1.688 -1.898 -4.633 -0.50 -0.82 -0.04 0.439
H -1.074 -2.523 -3.077 0.43 0.26 -0.03 0.076
H -1.047 -0.776 -3.676 0.14 0.09 1.05 0.182
H -3.662 -1.059 -3.599 -0.01 0.69 0.14 0.180
H -2.978 -3.426 -1.935 -0.05 -0.10 0.21 -0.014
H -3.817 -3.458 -3.452 -0.46 0.14 -0.02 0.406
H -4.553 -2.621 -1.980 -0.20 -0.35 -0.26 0.303
H -2.038 -0.403 -1.518 0.86 0.22 -0.53 -0.044
C 6.037 -0.999 -0.762 -0.71 -0.27 0.98 -0.575
C 5.429 0.153 0.079 -0.96 -1.27 1.33 0.514
C 3.897 0.217 -0.055 1.14 -0.04 -1.40 0.602
O 5.696 -0.101 1.497 1.62 1.19 -1.40 -0.651
H 5.586 -1.925 -0.404 -0.35 -0.07 0.04 -0.298
H 7.090 -1.177 -0.546 0.15 0.58 -0.36 0.415
H 5.785 -0.949 -1.821 0.36 0.29 -0.09 0.103
H 5.840 1.102 -0.265 0.34 0.16 0.56 0.362
H 3.452 1.011 0.545 0.01 -0.35 0.29 -0.076
H 3.510 -0.789 0.105 -0.31 0.27 0.32 -0.196
H 3.720 0.478 -1.098 -0.38 0.01 -0.17 -0.527
H 4.946 -0.473 1.967 -0.62 -0.32 -0.25 0.429
C -0.971 3.677 -3.856 0.03 1.08 -0.29 -1.255
C 0.511 3.557 -3.424 -2.13 -0.02 0.03 0.641
C 0.639 4.029 -1.993 0.84 0.03 0.43 -1.294
O 0.844 2.198 -3.572 0.23 -0.54 0.54 -0.461
H -1.228 3.269 -4.833 0.45 -0.08 -0.09 0.408
H -1.231 4.735 -3.876 -0.04 0.22 -0.16 0.490
H -1.713 3.270 -3.168 0.43 -0.42 0.41 -0.021
H 1.178 4.198 -4.002 -0.16 -0.09 -0.45 0.503
H 0.315 5.061 -1.855 0.01 0.07 -0.25 0.504
H 1.704 3.978 -1.767 0.08 0.09 0.40 0.366
H 0.108 3.446 -1.240 -0.15 -0.32 -0.23 -0.009
H 1.611 2.103 -4.143 0.28 0.09 -0.24 0.092